Entry 1:
Molecular formula: C3H5NOS2
Method: DFT, ωB97M-V with the def2-TZVPD basis set

Output
- spin multiplicity = 1
- maximum force (eV/Å) = 7.9
- E_HOMO (eV) = -9.3
- orbital gap (eV) = 9.9
- SMILES = SC1=N[C@H](S)CO1
- relative energy (zero: lowest compared OMol25 entry of this formula, charge and spin) (eV) = 2.5702

```
12
Properties=species:S:1:pos:R:3:forces:R:3
C 0.587204 0.572332 0.614725 3.89 -5.35 -0.14
C 1.040396 -0.092288 -0.702014 1.68 -0.07 0.73
C -0.688370 -1.112525 0.262202 -0.20 1.16 -0.87
N -0.091029 -0.559805 1.227319 -1.83 -0.73 1.07
O -0.162013 -0.809700 -1.004286 0.27 -0.46 -0.01
S -2.382537 -1.593640 0.086556 0.86 -0.58 0.84
S -0.356896 1.758757 0.129938 -4.53 6.42 -1.18
H 1.343699 0.880464 1.239461 2.02 0.59 1.17
H 1.314510 0.663971 -1.479756 -0.42 -1.06 0.42
H 1.902955 -0.788119 -0.420987 -1.10 0.64 -0.86
H -2.149502 -1.453897 -1.197896 -0.50 -0.24 -0.89
H -0.358421 2.534447 1.244738 -0.16 -0.32 -0.30
```
Positions in Å, forces in eV/Å.

Entry 2:
Molecular formula: C3H5NOS2
Method: DFT, ωB97M-V with the def2-TZVPD basis set

Output
- spin multiplicity = 1
- maximum force (eV/Å) = 4.0
- E_HOMO (eV) = -8.9
- orbital gap (eV) = 8.1
- relative energy (zero: lowest compared OMol25 entry of this formula, charge and spin) (eV) = 3.4747

```
12
Properties=species:S:1:pos:R:3:forces:R:3
C -1.032631 0.349438 -0.216813 -2.90 2.62 0.67
C -1.038328 1.637330 0.034531 2.02 3.38 0.09
C -0.210969 -1.688354 0.242409 2.95 0.48 1.15
N -0.021934 -0.450076 0.079031 1.21 -2.47 -0.37
O 2.362617 -1.284385 -0.786038 -0.23 1.34 0.07
S 2.350433 1.191036 0.666159 1.08 0.65 0.63
S 1.825461 0.100515 -0.761019 0.69 -1.58 -0.39
H -1.984231 -0.056075 -0.290875 -1.76 -1.36 -1.30
H -0.122806 2.050317 0.515921 -0.61 -0.24 -0.67
H -1.697241 2.479755 -0.302200 -0.15 -1.66 0.57
H 0.726264 -2.227725 0.455651 -0.59 -0.34 -0.47
H -1.156631 -2.101779 0.363245 -1.72 -0.82 0.01
```
Positions in Å, forces in eV/Å.

Entry 3:
Molecular formula: C3H5NS2
Method: DFT, ωB97M-V with the def2-TZVPD basis set

Output
- spin multiplicity = 1
- maximum force (eV/Å) = 1.8
- E_HOMO (eV) = -9.5
- orbital gap (eV) = 9.8
- relative energy (zero: lowest compared OMol25 entry of this formula, charge and spin) (eV) = 3.1860

```
11
Properties=species:S:1:pos:R:3:forces:R:3
C -0.516531 0.137558 0.223362 -1.29 0.31 -0.25
C 2.992679 -1.982506 0.098227 0.27 0.37 -0.07
C -0.925796 0.267154 -1.212723 -0.26 0.12 -0.69
N 0.271737 -0.755572 0.611911 -0.28 -0.15 0.45
S -1.321613 1.377610 1.194316 -0.62 0.65 -1.19
S 2.797696 -0.471414 -0.003585 0.90 -0.43 -0.19
H -1.765061 -0.358038 -1.577728 0.72 -0.19 0.57
H -0.019666 0.111259 -1.785025 -0.04 -0.36 -0.43
H -1.268583 1.269851 -1.447868 0.09 0.33 0.19
H -0.756602 1.056890 2.299647 0.68 -0.40 1.64
H 0.511739 -0.652796 1.599466 -0.17 -0.26 -0.03
```
Positions in Å, forces in eV/Å.

Entry 4:
Molecular formula: C3H5NSe
Method: DFT, ωB97M-V with the def2-TZVPD basis set

Output
- spin multiplicity = 1
- maximum force (eV/Å) = 6.7
- E_HOMO (alpha / beta) (eV) = -8.9 / -8.5
- orbital gap (alpha / beta) (eV) = 7.9 / 8.0
- relative energy (zero: lowest compared OMol25 entry of this formula, charge and spin) (eV) = 3.8083

```
10
Properties=species:S:1:pos:R:3:forces:R:3
C -1.211439 -0.230566 -0.241135 1.17 0.11 -0.61
C -0.328384 -0.872771 0.748326 2.54 -3.69 -2.31
C 1.207612 1.014890 -0.703875 -3.50 0.25 5.71
N -2.401533 -0.311542 -0.214622 -1.44 0.22 -0.53
Se 1.599669 -0.513735 0.365283 -0.77 0.51 -0.54
H -0.460693 0.380300 -0.898781 -0.22 0.61 -0.72
H -0.682492 -0.589952 1.630248 -0.81 1.38 4.09
H -0.358661 -2.008654 0.737709 -0.26 1.33 -0.14
H 1.851440 1.257573 -1.423459 2.40 0.93 -2.93
H 0.784479 1.874455 0.000310 0.89 -1.64 -2.01
```
Positions in Å, forces in eV/Å.